1.
{
  "formula": "C26H23FO16V2",
  "method": "ωB97M-V/def2-TZVPD",
  "gap_ev": 6.24,
  "charge": -2,
  "elements": ["O", "V", "O", "O", "V", "O", "C", "O", "O", "O", "C", "O", "O", "O", "F", "C", "C", "C", "C", "C", "C", "H", "H", "H", "H", "H", "C", "C", "C", "C", "C", "C", "O", "O", "H", "H", "H", "H", "H", "H", "C", "C", "C", "C", "C", "C", "O", "O", "H", "H", "H", "H", "H", "H", "C", "C", "C", "C", "C", "C", "O", "O", "H", "H", "H", "H", "H", "H"],
  "xyz": [[-1.769, -1.100, 1.041], [-1.481, -1.454, -0.501], [-0.683, -0.203, -1.116], [-1.008, -0.891, -3.722], [-2.515, -1.173, -4.014], [-2.749, -1.077, -5.583], [-3.909, -0.083, -1.974], [-3.099, -1.121, -1.802], [-3.919, 0.303, -3.227], [-4.596, 0.413, -1.083], [-1.743, -4.036, -1.242], [-0.929, -3.227, -1.889], [-2.299, -3.483, -0.200], [-2.022, -5.178, -1.684], [0.666, 3.180, 2.702], [-0.504, 3.178, 2.004], [-0.849, 4.339, 1.335], [-2.125, 4.439, 0.800], [-2.963, 3.333, 0.829], [-2.548, 2.135, 1.374], [-1.322, 2.078, 2.043], [-0.102, 5.123, 1.293], [-2.491, 5.381, 0.412], [-3.921, 3.379, 0.323], [-3.178, 1.255, 1.376], [-1.062, 1.150, 2.536], [0.306, 2.737, -5.027], [1.688, 2.700, -4.840], [2.157, 2.446, -3.565], [1.278, 2.275, -2.502], [-0.091, 2.392, -2.669], [-0.563, 2.591, -3.957], [-1.918, 2.636, -4.118], [3.516, 2.315, -3.371], [-0.060, 2.970, -6.021], [2.389, 2.941, -5.626], [1.685, 1.997, -1.535], [-0.775, 2.247, -1.845], [-2.212, 2.874, -4.999], [3.727, 2.249, -2.436], [1.561, 0.149, 0.764], [2.610, 1.042, 0.885], [3.922, 0.615, 0.803], [4.219, -0.724, 0.605], [3.172, -1.630, 0.483], [1.859, -1.195, 0.591], [0.825, -2.065, 0.414], [4.918, 1.586, 0.841], [0.515, 0.414, 0.814], [2.414, 2.104, 0.973], [5.226, -1.124, 0.589], [3.372, -2.670, 0.252], [1.054, -2.986, 0.569], [5.658, 1.307, 1.385], [-0.888, -2.249, 3.845], [0.302, -2.175, 4.557], [1.220, -3.210, 4.510], [0.900, -4.355, 3.803], [-0.322, -4.470, 3.143], [-1.218, -3.409, 3.151], [-2.447, -3.530, 2.557], [2.445, -3.044, 5.141], [-1.567, -1.410, 3.850], [0.531, -1.225, 5.027], [1.589, -5.198, 3.810], [-0.628, -5.429, 2.747], [-2.283, -3.437, 1.591], [3.035, -3.712, 4.781]],
  "atomic_forces_ev_per_a": [[0.147, 0.126, -0.915], [-0.715, -0.608, -0.812], [-0.070, -0.649, 0.598], [-0.523, 0.188, -0.877], [-0.439, 2.062, 2.876], [-0.214, -0.483, -0.083], [-0.760, 0.717, 0.524], [0.908, -1.203, -0.030], [1.244, -1.295, -1.143], [0.631, -0.205, -0.487], [-0.521, -1.084, -1.609], [-0.010, 1.377, 0.839], [0.387, 0.692, 0.795], [0.322, 0.840, 0.810], [0.060, -0.158, -0.217], [-0.029, 0.187, 0.123], [0.151, 0.146, 0.278], [0.172, -0.142, 0.207], [-0.383, 0.040, -0.689], [0.345, 0.088, 0.678], [-0.457, -0.580, -0.226], [-0.225, 0.180, 0.040], [0.163, -0.022, -0.278], [-0.038, -0.008, 0.130], [-0.010, -0.002, -0.241], [0.266, 0.108, 0.014], [0.513, 0.404, -0.188], [-0.249, 0.177, 0.497], [0.130, -0.284, 0.397], [-0.010, -0.016, 0.121], [0.414, -0.232, -0.276], [-0.473, 0.175, -0.473], [-0.381, 0.069, 0.510], [0.328, 0.208, -0.403], [-0.215, -0.142, 0.055], [-0.043, -0.237, -0.151], [-0.089, 0.085, 0.026], [-0.029, -0.058, -0.037], [0.377, -0.124, -0.168], [-0.249, -0.067, 0.096], [0.092, -0.447, 0.310], [-0.281, 0.358, -0.286], [0.584, -0.098, -0.022], [-0.334, -0.339, 0.253], [-0.007, 0.159, 0.096], [0.062, -0.407, -0.473], [-0.641, 0.104, 0.103], [-0.055, 0.285, 0.004], [0.064, 0.252, -0.077], [0.017, -0.031, 0.191], [0.139, 0.352, -0.177], [0.007, -0.025, 0.122], [0.117, -0.026, -0.107], [-0.056, -0.239, -0.008], [0.249, -0.299, 0.340], [-0.136, 0.613, -0.415], [0.029, 0.268, -0.166], [0.077, -0.321, 0.073], [0.126, -0.017, 0.506], [-0.701, -0.084, -0.073], [0.757, 0.081, 0.283], [-0.163, -0.121, -0.026], [-0.107, -0.057, -0.136], [0.243, -0.191, 0.210], [-0.014, 0.050, -0.031], [0.034, 0.135, -0.369], [-0.584, -0.219, -0.501], [0.058, -0.003, 0.063]],
  "mulliken_charge": [-0.64, 1.78, -0.43, -0.49, 1.26, -0.76, 0.89, -0.57, -0.73, -0.67, 0.70, -0.63, -0.70, -0.81, -0.41, 0.84, -0.51, -0.36, -0.59, -0.49, -0.36, 0.45, 0.36, 0.40, 0.40, 0.26, -0.72, -0.69, 0.61, 0.11, -0.39, 0.57, -0.47, -0.60, 0.25, 0.40, -0.13, 0.50, 0.25, 0.26, 0.30, -0.18, 0.27, -0.66, -0.67, -0.43, -0.08, -0.57, 0.21, 0.44, 0.35, 0.47, 0.14, 0.29, -0.21, -0.42, 0.85, -0.47, -0.55, 0.10, -0.64, -0.59, 0.25, 0.33, 0.29, 0.43, 0.38, 0.28]
}



2.
{
  "formula": "C26H24BF5N8O8PPd",
  "method": "ωB97M-V/def2-TZVPD",
  "gap_ev": [9.32, 5.43],
  "s_squared": 6.041,
  "charge": 1,
  "multiplicity": 5,
  "elements": ["Pd", "C", "N", "C", "C", "N", "C", "P", "C", "N", "C", "C", "N", "C", "C", "N", "C", "C", "N", "C", "H", "H", "H", "H", "H", "H", "H", "H", "H", "H", "H", "H", "H", "H", "H", "F", "B", "F", "F", "F", "O", "C", "O", "C", "C", "C", "C", "O", "C", "O", "C", "C", "H", "H", "H", "H", "H", "F", "C", "C", "N", "C", "C", "O", "O", "C", "O", "N", "C", "O", "H", "H", "H", "H"],
  "xyz": [[-0.210, -0.349, 0.493], [-5.355, -0.034, -1.867], [-4.359, -0.017, -0.802], [-4.571, 0.439, 0.473], [-3.399, 0.248, 1.148], [-2.486, -0.316, 0.303], [-3.077, -0.462, -0.866], [-2.357, -1.352, -2.290], [-0.897, -0.318, -2.583], [-0.043, 0.071, -1.661], [0.904, 0.842, -2.267], [0.608, 0.919, -3.598], [-0.531, 0.183, -3.789], [-1.209, -0.018, -5.065], [-1.552, -2.635, -1.274], [-0.628, -2.403, -0.364], [-0.343, -3.594, 0.235], [-1.109, -4.571, -0.332], [-1.873, -3.955, -1.289], [-2.867, -4.620, -2.121], [-6.051, 0.786, -1.713], [-5.911, -0.970, -1.864], [-4.871, 0.088, -2.832], [-5.519, 0.838, 0.799], [-3.164, 0.463, 2.177], [1.723, 1.269, -1.712], [1.104, 1.431, -4.405], [-0.619, 0.446, -5.848], [-2.197, 0.440, -5.053], [-1.309, -1.079, -5.282], [0.399, -3.670, 1.011], [-1.178, -5.628, -0.136], [-2.469, -5.566, -2.478], [-3.109, -3.993, -2.974], [-3.775, -4.811, -1.552], [-0.685, -1.483, 2.606], [-0.250, -0.308, 3.347], [1.059, -0.025, 2.918], [-1.090, 0.770, 2.927], [-0.331, -0.529, 4.693], [3.989, -0.353, 0.318], [3.105, -1.137, 0.633], [1.902, -1.227, 0.245], [3.526, -2.263, 1.577], [2.596, -2.735, 2.571], [2.917, -3.725, 3.471], [4.184, -4.262, 3.325], [4.752, -5.224, 4.030], [6.087, -5.397, 3.535], [6.240, -4.484, 2.450], [5.104, -3.800, 2.330], [4.797, -2.800, 1.447], [1.626, -2.266, 2.621], [2.234, -4.054, 4.241], [6.217, -6.416, 3.183], [6.799, -5.163, 4.322], [5.502, -2.421, 0.720], [-3.531, 2.153, 4.409], [-3.283, 2.897, 3.359], [-2.019, 3.200, 3.015], [-1.753, 3.977, 1.919], [-0.486, 3.941, 1.315], [-0.519, 2.602, 0.337], [-1.521, 2.527, -0.344], [0.465, 1.887, 0.562], [-2.801, 4.561, 1.143], [-2.565, 5.299, 0.231], [-4.067, 4.213, 1.542], [-4.438, 3.327, 2.552], [-5.572, 2.970, 2.709], [-1.178, 2.801, 3.564], [0.305, 3.801, 2.042], [-0.336, 4.807, 0.679], [-4.816, 4.607, 0.990]],
  "atomic_forces_ev_per_a": [[0.165, -1.260, -1.474], [-0.006, -0.104, 0.100], [-0.013, 0.076, -0.070], [0.065, -0.084, -0.005], [-0.117, 0.011, -0.019], [0.333, 0.624, 0.383], [-0.202, -0.119, -0.101], [-0.031, -0.007, 0.113], [-0.069, 0.032, -0.084], [0.204, 0.415, 0.288], [-0.057, -0.100, -0.028], [0.006, 0.008, 0.059], [-0.003, -0.017, -0.134], [-0.026, 0.013, 0.068], [-0.067, -0.041, -0.147], [-0.036, -0.082, 0.548], [0.052, 0.019, -0.127], [-0.009, 0.052, -0.002], [-0.001, -0.087, -0.075], [0.003, 0.000, 0.068], [0.025, 0.053, 0.004], [0.018, -0.024, 0.022], [0.034, 0.034, -0.017], [0.029, -0.005, -0.064], [0.040, -0.079, -0.083], [-0.002, -0.037, -0.006], [-0.047, -0.065, 0.007], [0.038, 0.016, -0.001], [0.005, 0.021, 0.020], [0.023, -0.025, 0.010], [-0.064, 0.016, 0.000], [-0.007, 0.045, -0.052], [0.043, 0.002, -0.024], [0.027, 0.019, -0.014], [0.000, 0.022, 0.029], [0.241, 0.512, 0.079], [0.045, -0.187, 0.117], [-0.167, -0.043, 0.123], [0.180, -0.387, 0.151], [-0.040, 0.038, -0.108], [-0.181, 0.030, 0.027], [0.027, 0.019, -0.135], [-0.138, 0.114, 0.332], [-0.241, 0.088, 0.005], [0.211, 0.010, 0.020], [-0.163, 0.024, -0.028], [0.150, 0.143, -0.195], [0.134, -0.119, 0.115], [0.038, -0.021, -0.053], [0.107, -0.152, 0.074], [-0.201, -0.041, 0.173], [0.070, 0.019, 0.007], [-0.058, 0.137, -0.084], [0.042, -0.021, -0.025], [-0.092, -0.059, -0.086], [0.006, 0.130, 0.076], [-0.066, 0.049, 0.001], [-0.113, -0.159, 0.134], [0.095, 0.240, -0.230], [-0.099, 0.172, 0.243], [0.053, 0.032, -0.083], [-0.147, 0.682, 0.616], [-0.098, -0.918, -0.358], [0.187, 0.242, -0.022], [-0.189, 0.233, 0.109], [-0.034, -0.018, 0.040], [0.037, 0.021, -0.005], [-0.021, -0.011, 0.026], [0.314, 0.058, -0.056], [-0.160, -0.043, 0.073], [-0.046, 0.104, -0.052], [0.001, -0.154, -0.006], [-0.019, -0.081, -0.179], [-0.015, -0.021, -0.033]],
  "mulliken_spin": [1.57, 0.00, 0.00, 0.01, 0.00, 0.10, -0.01, 0.00, -0.02, 0.13, -0.01, 0.00, 0.00, 0.00, -0.01, 0.12, -0.01, 0.01, 0.00, 0.00, 0.00, 0.00, 0.00, 0.00, 0.00, 0.00, 0.00, 0.00, 0.00, 0.00, 0.01, 0.00, 0.00, 0.00, 0.00, 0.02, 0.01, 0.00, -0.01, 0.00, 0.05, 0.04, 0.08, 0.13, 0.06, -0.03, 0.24, 0.13, 0.00, 0.10, 0.20, -0.05, 0.07, 0.00, 0.01, 0.01, 0.00, 0.02, 0.18, -0.05, 0.22, 0.16, 0.04, 0.16, 0.17, -0.03, 0.09, -0.01, 0.00, 0.06, -0.01, 0.00, 0.02, 0.00]
}



3.
{
  "formula": "C26H24Cl2F6GeMoNO9S2",
  "method": "ωB97M-V/def2-TZVPD",
  "de_lowest_kj_mol": 324.49,
  "gap_ev": [6.62, 6.69],
  "charge": -1,
  "elements": ["Mo", "C", "C", "C", "O", "C", "O", "O", "H", "H", "H", "H", "H", "H", "H", "F", "C", "F", "F", "S", "O", "O", "N", "S", "O", "O", "C", "F", "F", "F", "C", "Ge", "C", "C", "C", "C", "C", "C", "C", "C", "C", "C", "C", "C", "C", "C", "C", "C", "C", "C", "H", "H", "H", "H", "H", "H", "H", "H", "H", "H", "H", "H", "H", "H", "H", "O", "O", "Cl", "C", "Cl", "H", "H"],
  "xyz": [[0.246, 0.228, 0.072], [-3.871, -1.821, 0.897], [-2.570, -2.089, 0.147], [-2.653, -3.380, -0.661], [-2.291, -1.044, -0.778], [-1.432, -2.241, 1.177], [-1.476, -3.086, 2.051], [-0.452, -1.434, 0.985], [-4.707, -1.834, 0.195], [-3.841, -0.852, 1.399], [-4.021, -2.587, 1.653], [-3.523, -3.339, -1.316], [-2.733, -4.238, 0.005], [-1.760, -3.495, -1.274], [-2.717, -0.237, -0.463], [-3.336, 3.331, 2.906], [-2.012, 3.123, 2.905], [-1.542, 3.381, 4.124], [-1.449, 3.952, 2.040], [-1.683, 1.361, 2.466], [-2.240, 1.197, 1.143], [-2.203, 0.606, 3.558], [-0.115, 1.296, 2.244], [1.134, 1.109, 3.243], [2.066, 0.308, 2.504], [1.526, 2.351, 3.831], [0.606, 0.074, 4.685], [-0.250, 0.737, 5.460], [0.074, -1.072, 4.296], [1.701, -0.182, 5.406], [1.376, -0.422, -1.037], [2.986, 0.138, -1.956], [4.188, 1.028, -0.717], [5.383, 0.432, -0.322], [6.204, 1.034, 0.622], [5.831, 2.237, 1.197], [4.638, 2.835, 0.825], [3.823, 2.240, -0.126], [2.366, 1.345, -3.369], [1.506, 0.834, -4.341], [0.988, 1.644, -5.338], [1.304, 2.995, -5.369], [2.151, 3.521, -4.407], [2.681, 2.698, -3.421], [3.815, -1.395, -2.827], [5.136, -1.375, -3.271], [5.677, -2.451, -3.957], [4.898, -3.569, -4.219], [3.581, -3.604, -3.789], [3.048, -2.527, -3.096], [5.675, -0.529, -0.731], [7.128, 0.551, 0.917], [6.462, 2.701, 1.944], [4.321, 3.759, 1.291], [2.896, 2.725, -0.385], [1.237, -0.218, -4.328], [0.337, 1.221, -6.094], [0.891, 3.635, -6.138], [2.399, 4.574, -4.418], [3.344, 3.130, -2.682], [5.755, -0.502, -3.095], [6.707, -2.418, -4.288], [5.318, -4.410, -4.756], [2.968, -4.474, -3.989], [2.025, -2.575, -2.741], [0.414, 2.002, -0.421], [0.214, 3.257, -0.493], [-4.033, 1.099, -4.454], [-2.321, 1.367, -4.026], [-2.074, 1.643, -2.309], [-1.978, 2.239, -4.573], [-1.771, 0.481, -4.325]],
  "atomic_forces_ev_per_a": [[-0.739, 0.677, -0.660], [-0.016, 0.001, -0.114], [-0.238, -0.413, 0.276], [-0.008, 0.058, 0.003], [0.263, 0.361, -0.077], [-0.080, -0.215, -0.004], [-0.198, 0.108, -0.235], [0.895, 0.799, 0.259], [-0.033, 0.021, 0.003], [0.032, -0.005, 0.000], [0.012, -0.037, -0.001], [-0.017, -0.017, -0.043], [-0.015, 0.035, 0.036], [0.053, 0.013, -0.014], [-0.054, 0.037, 0.031], [0.068, -0.048, 0.017], [-0.061, 0.160, -0.149], [0.030, -0.056, 0.047], [-0.061, -0.114, 0.054], [0.453, 0.317, -0.177], [-0.129, 0.017, 0.035], [-0.092, -0.046, -0.035], [0.048, -0.577, 0.332], [-0.605, 0.493, -0.138], [0.181, -0.065, -0.176], [0.143, -0.081, 0.071], [-0.088, -0.159, 0.014], [0.092, -0.024, -0.048], [-0.006, 0.095, -0.008], [0.094, -0.003, -0.007], [0.453, -0.325, 0.511], [-0.229, 0.253, -0.242], [0.032, -0.006, 0.119], [0.028, -0.080, 0.025], [0.034, -0.056, -0.025], [0.040, 0.030, 0.040], [-0.061, 0.067, 0.020], [0.142, -0.078, 0.010], [-0.059, 0.055, -0.001], [0.003, -0.098, -0.009], [-0.032, -0.003, -0.035], [-0.014, 0.036, -0.023], [0.023, -0.010, 0.003], [0.079, 0.039, 0.048], [0.025, -0.106, 0.000], [0.019, 0.120, -0.071], [0.031, -0.018, -0.012], [0.038, -0.037, -0.030], [-0.034, -0.044, -0.009], [-0.054, -0.046, 0.096], [-0.012, 0.007, -0.022], [-0.007, -0.002, 0.004], [0.003, 0.004, 0.015], [0.010, 0.022, 0.002], [-0.280, 0.054, -0.062], [0.016, -0.024, 0.022], [-0.024, -0.004, -0.018], [-0.001, 0.002, -0.016], [0.000, 0.022, 0.002], [-0.006, -0.002, 0.033], [-0.005, 0.014, 0.019], [0.010, 0.005, -0.011], [0.005, -0.005, 0.000], [-0.006, -0.006, 0.006], [-0.025, 0.015, 0.012], [0.233, -2.517, 0.132], [-0.325, 1.240, 0.163], [0.103, 0.029, 0.065], [-0.011, -0.108, -0.126], [-0.053, 0.242, -0.071], [-0.006, -0.030, 0.082], [-0.006, 0.015, 0.062]],
  "mulliken_charge": [1.47, -1.69, 1.88, -1.86, -0.50, 0.08, -0.69, -0.69, 0.43, 0.35, 0.40, 0.44, 0.36, 0.34, 0.27, -0.22, 0.42, -0.21, -0.18, 1.02, -0.64, -0.60, -0.28, 1.14, -0.65, -0.67, 0.44, -0.19, -0.15, -0.22, -0.26, 1.47, -0.14, -0.31, -0.64, -0.50, -0.93, 0.39, 0.19, -0.55, -0.77, -0.44, -0.72, 0.10, -0.14, -0.16, -0.70, -0.40, -0.60, -0.52, 0.41, 0.39, 0.37, 0.42, 0.29, 0.35, 0.48, 0.39, 0.39, 0.34, 0.45, 0.38, 0.36, 0.38, 0.40, -0.08, -0.73, -0.21, -0.25, 0.06, 0.32, 0.09]
}